(1)
The following is a quantum chemistry calculation of a molecular structure, C22H60BF4N2O9, from OMol25.

XYZ file:
```
98
Properties=species:S:1:pos:R:3:mulliken_charge:R:1
B 67.88 66.13 97.12 1.11
F 67.82 64.74 96.91 -0.39
F 69.19 66.58 96.86 -0.56
F 67.07 66.76 96.28 -0.34
F 67.57 66.56 98.34 -0.73
C 69.04 61.51 96.35 0.21
C 70.26 61.28 95.37 0.10
N 71.21 61.13 94.71 -0.49
H 68.39 62.05 95.71 0.01
H 68.55 60.56 96.53 0.42
H 69.59 61.83 97.12 -0.25
C 68.69 64.92 93.76 0.73
C 69.76 64.16 92.95 -0.05
N 70.51 63.60 92.25 -0.50
H 67.90 64.16 93.91 0.04
H 68.96 65.12 94.70 -0.71
H 68.47 65.74 93.14 0.48
C 71.58 69.92 94.12 -1.29
C 71.38 68.69 95.00 0.65
O 70.96 69.14 96.26 -0.55
H 72.63 70.67 94.29 0.23
H 70.80 70.78 94.23 0.23
H 71.54 69.78 93.06 0.41
H 72.34 67.97 94.94 0.01
H 70.41 68.24 94.68 -0.01
H 70.28 68.49 96.71 0.13
C 70.45 62.47 99.76 -1.24
C 70.11 63.96 99.69 1.47
O 71.23 64.68 100.13 -0.71
H 71.12 62.07 100.59 0.38
H 71.32 62.23 99.04 0.22
H 69.48 61.77 99.63 0.16
H 69.16 64.24 100.44 -0.05
H 69.77 64.26 98.80 -0.85
H 71.00 65.63 100.10 0.21
C 66.72 71.29 94.34 -1.16
C 66.67 70.17 95.42 0.36
O 65.39 69.57 95.45 -0.59
H 65.83 72.22 94.55 0.21
H 66.11 70.69 93.58 0.29
H 67.68 71.74 94.21 0.35
H 66.74 70.65 96.41 0.27
H 67.56 69.18 95.12 0.00
H 65.50 68.91 96.05 0.19
C 66.00 63.66 100.18 -0.54
C 65.76 62.79 98.88 -0.15
O 67.05 62.66 98.40 -0.44
H 65.01 64.09 100.28 0.36
H 66.72 64.46 100.03 -0.20
H 66.55 63.25 101.07 0.29
H 65.02 63.40 98.14 0.09
H 65.54 61.76 99.16 0.39
H 67.22 63.47 97.96 0.18
C 72.49 64.73 96.85 -0.63
C 72.83 64.31 95.53 -0.98
O 73.86 63.24 95.54 -0.60
H 73.42 65.26 97.22 0.27
H 72.34 64.03 97.52 0.62
H 71.58 65.57 96.82 0.12
H 73.12 65.09 95.11 0.68
H 71.83 63.86 94.98 0.06
H 73.33 62.44 95.61 0.36
C 64.25 63.70 94.26 -1.22
C 64.78 64.73 95.16 0.65
O 65.47 65.76 94.46 -0.64
H 63.50 62.96 94.81 0.28
H 65.06 62.97 93.90 0.24
H 63.71 64.24 93.53 0.38
H 65.48 64.26 95.83 -0.42
H 64.13 65.35 95.83 0.31
H 65.92 66.12 95.27 0.43
C 72.46 67.36 98.83 -0.60
C 72.24 67.85 100.32 -0.27
O 71.07 67.22 100.84 -0.85
H 73.40 67.81 98.45 0.44
H 71.46 67.64 98.38 0.08
H 72.52 66.26 98.62 -0.23
H 72.00 68.95 100.50 0.13
H 73.07 67.62 100.83 0.76
H 70.97 67.40 101.83 0.63
C 70.39 68.79 101.10 -1.36
C 69.70 68.13 99.85 -0.16
O 70.57 67.38 99.16 1.63
H 69.89 69.71 101.33 0.66
H 71.31 68.91 100.69 0.20
H 70.55 68.14 101.92 -0.28
H 69.32 68.96 99.26 0.44
H 68.86 67.53 100.20 0.10
H 70.19 66.97 98.50 -0.54
C 63.10 68.20 99.53 -1.06
C 64.46 67.39 99.56 0.15
O 64.96 67.54 98.21 -0.39
H 62.83 68.35 98.31 0.17
H 63.68 69.05 100.08 0.23
H 62.29 67.94 100.01 0.44
H 64.33 66.26 99.68 -0.09
H 65.24 67.53 100.35 0.32
H 65.87 67.12 98.18 0.09
```

Properties
Energy above the lowest of the compared OMol25 structures with the same formula, charge and spin in kcal per mole: 482.7
Strongest force on any atom in eV/Å: 15.65
E_LUMO in eV: 2.47
Net charge: -1
Multiplicity: 1
Energy in hartree: -2084.4105

(2)
The following is a quantum chemistry calculation of a molecular structure, C22H60ClO11PSSb, from OMol25.

XYZ file:
```
97
Properties=species:S:1:pos:R:3:mulliken_charge:R:1
C 4.68 3.35 1.03 -1.05
C 5.52 2.12 0.70 -0.25
O 5.11 0.94 1.40 -0.42
P 3.68 0.30 1.07 1.15
O 3.13 0.74 -0.23 -0.76
C 2.72 0.73 2.53 -0.74
C 1.22 0.34 2.67 -0.62
C 0.36 0.36 1.41 0.02
Sb -1.75 -0.15 1.75 1.09
C -1.64 -0.15 3.93 -1.35
Cl -1.06 -2.60 1.77 -0.54
C -2.13 -0.26 -0.43 -1.13
C -1.08 0.28 -1.39 0.79
C -1.53 0.29 -2.86 -1.18
O -1.73 -1.03 -3.39 -0.26
C -2.18 2.11 1.72 -1.27
S -3.66 2.74 2.34 0.97
O -4.47 1.78 3.05 -0.59
O -3.40 4.02 3.01 -0.75
O 4.10 -1.24 1.16 -0.62
C 3.04 -2.23 1.05 0.18
C 2.62 -2.44 -0.40 -0.79
H 4.46 3.40 2.11 0.23
H 3.74 3.37 0.46 0.30
H 5.25 4.25 0.77 0.39
H 6.56 2.29 1.01 0.36
H 5.52 1.93 -0.38 0.28
H 3.26 0.35 3.40 0.25
H 2.83 1.83 2.57 0.31
H 0.81 1.01 3.43 0.04
H 1.16 -0.66 3.13 0.44
H 0.72 -0.40 0.71 -0.36
H 0.42 1.34 0.92 0.41
H -3.42 -0.60 1.92 -0.15
H -2.12 -1.09 4.24 0.39
H -2.26 0.66 4.33 0.30
H -0.65 -0.13 4.38 0.26
H -2.31 -1.32 -0.64 0.33
H -3.08 0.29 -0.57 0.38
H -0.16 -0.33 -1.35 -0.24
H -0.78 1.31 -1.14 0.16
H -2.50 0.79 -2.96 0.38
H -0.78 0.81 -3.47 0.36
H -0.89 -1.34 -3.70 0.16
H -2.14 2.39 0.66 0.50
H -1.40 2.64 2.28 0.47
H -4.33 3.08 1.21 0.07
H 2.18 -1.94 1.65 -0.13
H 3.43 -3.15 1.48 0.36
H 3.36 -2.99 -0.98 0.23
H 1.71 -3.05 -0.38 0.35
H 2.38 -1.50 -0.89 0.08
C 5.54 -4.30 -3.91 -1.20
C 4.07 -4.64 -4.02 -0.21
O 3.24 -3.62 -3.47 -0.38
H 5.82 -4.14 -2.87 0.28
H 6.16 -5.10 -4.32 0.37
H 5.77 -3.39 -4.46 0.34
H 3.83 -5.54 -3.46 0.27
H 3.79 -4.81 -5.07 0.32
H 3.41 -2.80 -3.95 0.20
C -1.27 -4.30 -4.05 -0.44
C -0.44 -5.48 -3.59 -0.41
O 0.92 -5.37 -4.01 -0.46
H -1.24 -4.20 -5.14 0.31
H -2.32 -4.40 -3.74 0.28
H -0.90 -3.37 -3.61 -0.07
H -0.81 -6.41 -4.01 0.32
H -0.49 -5.55 -2.50 0.29
H 1.27 -4.55 -3.65 0.24
C -0.39 2.99 6.21 -0.82
C 0.73 2.07 6.64 -0.31
O 1.90 2.23 5.84 -0.47
H -0.65 2.81 5.17 0.05
H -1.29 2.83 6.82 0.34
H -0.10 4.04 6.30 0.39
H 0.44 1.03 6.53 0.25
H 0.98 2.24 7.70 0.34
H 2.19 3.14 5.92 0.27
C -2.66 6.44 0.62 -0.47
C -3.04 7.13 1.91 -0.27
O -4.24 6.63 2.46 -0.56
H -3.43 6.56 -0.14 0.25
H -1.71 6.82 0.22 0.33
H -2.54 5.37 0.81 -0.15
H -3.18 8.20 1.75 0.31
H -2.23 7.01 2.65 0.23
H -4.09 5.70 2.68 0.44
C -5.25 -3.49 -5.63 -1.05
C -5.35 -2.22 -4.80 -0.31
O -4.14 -1.92 -4.13 -0.35
H -4.96 -4.33 -5.01 0.24
H -6.21 -3.72 -6.11 0.37
H -4.50 -3.38 -6.42 0.32
H -6.09 -2.34 -4.01 0.28
H -5.66 -1.38 -5.43 0.27
H -3.45 -1.79 -4.79 0.20
```

Properties
Strongest force on any atom in eV/Å: 0.64
E_LUMO in eV: 2.27
Net charge: -1
Multiplicity: 1
Energy in hartree: -3141.8559

(3)
The following is a quantum chemistry calculation of 9 unconnected molecules or ions with the total composition C22H60F3NO24S8, from OMol25.

XYZ file:
```
118
Properties=species:S:1:pos:R:3:mulliken_charge:R:1
N -0.41 -0.64 0.21 2.24
H -0.63 -1.39 -0.43 0.06
H 0.58 -0.52 0.08 -0.35
H -0.59 -0.92 1.16 0.59
H -0.92 0.17 -0.12 0.00
C -2.69 -4.71 -1.69 0.50
F -3.45 -4.14 -0.68 -0.22
F -2.81 -6.08 -1.76 -0.21
F -3.01 -4.15 -2.82 -0.20
S -0.82 -4.31 -1.26 1.23
O 0.01 -5.07 -2.19 -0.75
O -0.56 -2.89 -1.25 -0.88
O -0.59 -4.94 0.07 -0.77
O 0.25 -2.78 4.96 -0.67
S 0.16 -3.02 3.51 0.99
O -0.21 -2.05 2.52 -0.87
O 1.65 -3.65 2.97 -0.21
C 2.55 -4.08 4.04 -0.38
C 3.97 -4.37 3.40 -1.18
C -0.95 -4.46 3.20 -0.96
H 2.07 -4.97 4.44 0.49
H 2.69 -3.42 4.89 0.32
H 4.40 -3.46 2.97 0.22
H 3.88 -5.09 2.59 0.32
H 4.67 -4.80 4.11 0.39
H -0.27 -5.32 3.20 0.37
H -1.45 -4.52 2.23 0.19
H -1.62 -4.48 4.05 0.42
O -1.90 4.58 0.47 -0.73
S -0.73 3.76 0.77 0.88
O -0.66 2.27 0.82 -0.02
O 0.56 4.39 -0.10 -0.14
C 0.65 5.83 -0.29 -0.30
C 0.06 6.34 -1.64 -1.07
C -0.18 4.25 2.43 -1.12
H 1.72 6.00 -0.41 0.32
H 0.35 6.38 0.59 0.38
H 0.60 7.24 -1.95 0.43
H -1.00 6.61 -1.67 0.29
H 0.25 5.67 -2.48 0.17
H -0.30 5.32 2.60 0.47
H 0.77 3.78 2.69 0.16
H -0.91 3.82 3.11 0.37
O 4.40 -2.20 -1.02 -0.66
S 3.31 -1.30 -1.40 0.91
O 2.25 -1.07 -0.41 -0.99
O 3.90 0.17 -2.02 0.10
C 5.19 0.15 -2.62 -0.42
C 5.61 1.61 -2.45 -1.14
C 2.44 -1.92 -2.90 -0.67
H 5.04 -0.11 -3.67 0.29
H 5.92 -0.51 -2.14 0.43
H 5.88 1.76 -1.40 0.23
H 4.88 2.31 -2.85 0.22
H 6.44 1.70 -3.15 0.45
H 1.69 -1.18 -3.18 -0.07
H 2.04 -2.91 -2.67 0.31
H 3.25 -2.00 -3.62 0.39
O -0.82 -0.13 -3.35 -0.74
S 0.07 1.01 -3.20 1.00
O 0.93 1.17 -2.02 0.11
O 0.94 1.04 -4.62 -0.32
C 1.95 1.97 -4.69 0.22
C 2.99 1.29 -5.59 -1.29
C -1.03 2.49 -3.44 -0.93
H 2.40 2.21 -3.72 -0.03
H 1.59 2.91 -5.10 0.34
H 3.18 0.29 -5.22 0.14
H 3.87 1.92 -5.42 0.40
H 2.82 1.34 -6.67 0.40
H -1.54 2.71 -2.50 0.21
H -1.74 2.33 -4.25 0.40
H -0.43 3.37 -3.68 0.19
O -2.57 -0.31 1.80 -0.25
S -3.80 0.22 2.36 0.82
O -5.09 -0.20 1.80 -0.70
O -3.76 -0.13 3.98 -0.08
C -4.93 0.22 4.69 -0.18
C -4.88 -0.43 6.11 -1.34
C -3.69 2.09 2.35 -0.58
H -5.86 -0.09 4.21 0.34
H -5.07 1.29 4.80 0.23
H -5.76 -0.12 6.67 0.39
H -4.02 0.01 6.62 0.32
H -4.80 -1.51 6.22 0.33
H -4.36 2.40 3.15 0.50
H -3.96 2.38 1.34 0.35
H -2.67 2.38 2.62 -0.24
O -2.88 0.06 -1.34 -0.38
S -4.31 0.01 -1.61 1.24
O -5.18 1.20 -1.39 -0.75
O -4.54 -0.37 -3.21 -0.44
C -3.70 -1.27 -3.84 0.40
C -4.54 -2.30 -4.59 -1.42
C -5.06 -1.55 -0.86 -0.73
H -3.01 -1.79 -3.18 0.05
H -3.20 -0.70 -4.63 0.18
H -5.07 -3.01 -3.95 0.30
H -3.87 -2.90 -5.20 0.40
H -5.32 -1.85 -5.21 0.35
H -4.27 -1.95 -0.23 0.10
H -5.33 -2.18 -1.70 0.32
H -5.97 -1.31 -0.30 0.37
O 2.93 1.68 4.97 -0.67
S 2.78 1.10 3.65 1.15
O 1.55 1.27 2.90 -0.43
O 4.06 1.70 2.77 -0.48
C 4.13 1.50 1.39 -0.19
C 3.07 2.24 0.55 0.07
C 3.19 -0.73 3.67 -1.09
H 4.11 0.44 1.14 0.20
H 5.10 1.91 1.10 0.22
H 2.76 3.23 0.88 0.45
H 2.19 1.60 0.51 -0.47
H 3.28 2.28 -0.52 -0.03
H 4.26 -0.86 3.78 0.51
H 2.77 -1.17 2.77 0.17
H 2.66 -1.11 4.54 0.46
```

Properties
Energy above the lowest of the compared OMol25 structures with the same formula, charge and spin in kcal per mole: 63.9
Strongest force on any atom in eV/Å: 5.18
E_LUMO in eV: 0.12
Multiplicity: 1
Energy in hartree: -6219.6806

(4)
The following is a quantum chemistry calculation of 7 unconnected molecules or ions with the total composition C22H60N2O10, from OMol25.

XYZ file:
```
94
Properties=species:S:1:pos:R:3:mulliken_charge:R:1
C -0.18 0.47 -4.20 -1.13
O 0.77 1.41 -3.70 -0.42
C 2.08 1.14 -4.01 -0.40
C 2.87 2.45 -3.78 -0.76
N 4.24 2.36 -3.45 -0.35
C 4.22 1.88 -2.00 0.12
C 5.52 2.09 -1.27 -0.74
O 5.53 1.80 -0.06 -0.28
C 5.44 0.41 0.24 -0.72
H -1.24 0.84 -4.16 0.24
H -0.04 -0.54 -3.81 0.51
H -0.09 0.42 -5.30 0.43
H 2.14 0.86 -5.06 0.31
H 2.41 0.33 -3.37 0.34
H 2.32 3.07 -3.06 0.37
H 3.02 2.89 -4.78 0.36
H 4.85 1.83 -4.12 0.29
H 3.90 0.82 -1.88 0.05
H 3.59 2.55 -1.39 0.13
H 5.67 3.15 -1.00 0.20
H 6.31 1.75 -1.87 0.46
H 6.21 -0.11 -0.34 0.35
H 4.51 -0.15 0.11 0.18
H 5.75 0.22 1.23 0.32
C -3.65 0.87 6.15 -0.79
O -2.54 0.09 5.55 -0.39
C -2.99 -0.83 4.52 -0.23
C -1.78 -1.71 4.14 -0.70
N -2.05 -2.50 2.93 -0.16
C -0.90 -3.28 2.46 -1.96
C -1.03 -3.76 1.07 0.95
O -0.21 -4.68 0.71 -0.48
C 1.13 -4.28 0.73 -0.74
H -3.14 1.70 6.60 0.24
H -4.01 0.30 6.99 0.34
H -4.43 1.09 5.41 0.31
H -3.25 -0.24 3.64 0.17
H -3.80 -1.49 4.87 0.34
H -1.38 -2.41 4.90 0.46
H -0.95 -1.06 4.12 0.29
H -2.55 -3.40 3.20 0.41
H -0.73 -4.13 3.16 0.56
H 0.02 -2.71 2.56 0.27
H -0.84 -2.94 0.30 -0.44
H -2.04 -4.05 0.84 0.52
H 1.49 -3.52 0.10 0.09
H 1.73 -5.03 0.29 0.40
H 1.51 -4.07 1.72 0.37
O -1.34 -0.48 1.06 0.83
C -2.32 -0.25 0.09 -0.07
C -1.75 -0.44 -1.18 0.99
O -2.73 -0.41 -2.22 -0.65
H -1.21 -1.33 1.47 -0.38
H -3.21 -0.93 0.18 0.12
H -2.70 0.76 0.24 0.15
H -1.13 -1.34 -1.19 -0.39
H -1.10 0.31 -1.50 -0.69
H -2.61 -1.25 -2.68 0.54
C 1.57 -0.20 -0.49 0.50
C 1.63 0.51 0.79 0.28
O 1.64 -0.50 1.80 -0.62
H 2.57 -0.62 -0.84 0.30
H 1.42 0.52 -1.32 -0.62
H 0.93 -0.97 -0.61 -0.46
H 0.79 1.19 0.88 -0.16
H 2.63 1.05 0.89 0.48
H 1.71 -0.15 2.70 0.30
C -1.20 4.16 2.89 -1.57
C -1.69 2.81 2.78 0.40
O -0.66 1.94 2.48 -0.39
H -0.46 4.16 3.69 0.34
H -2.06 4.64 3.29 0.45
H -0.86 4.69 1.99 0.24
H -2.51 2.73 2.05 0.36
H -2.09 2.48 3.74 -0.02
H -1.11 1.21 2.12 -0.16
C -1.19 -4.02 -2.15 -0.87
C -1.76 -3.95 -3.50 -0.67
O -2.06 -2.63 -3.81 -0.46
H -0.81 -4.96 -1.86 0.51
H -1.96 -3.85 -1.43 0.27
H -0.27 -3.52 -1.81 0.14
H -2.57 -4.64 -3.56 0.43
H -1.11 -4.43 -4.15 0.40
H -2.70 -2.57 -4.60 0.26
C -2.02 3.19 -1.00 -0.28
C -0.76 3.77 -1.42 -0.36
O 0.21 2.87 -1.75 -0.27
H -2.37 2.40 -1.67 0.37
H -2.74 4.04 -0.87 0.42
H -2.02 2.86 0.01 -0.50
H -0.51 4.53 -0.69 0.40
H -0.89 4.39 -2.35 0.33
H -0.03 2.33 -2.48 0.10
```

Properties
Energy above the lowest of the compared OMol25 structures with the same formula, charge and spin in kcal per mole: 56.4
Strongest force on any atom in eV/Å: 11.12
E_LUMO in eV: 0.37
Multiplicity: 1
Energy in hartree: -1735.7464